The following is a quantum chemistry calculation of a cluster of 5 separate species, C75H69FN4O14S2 in total in a non-equilibrium geometry, from the Open Molecules 2025 dataset.

```
! wB97M-V def2-TZVPD RIJCOSX def2/J DEFGRID3
* xyz 0 1
C 6.773 0.731 -0.352
C 5.995 2.043 -0.251
O 6.410 3.031 -1.170
C 5.784 2.952 -2.431
C 4.972 4.206 -2.751
O 4.323 4.724 -1.613
C 3.051 5.303 -1.858
C 2.155 5.050 -0.641
O 0.850 4.670 -1.035
C 0.165 3.901 -0.069
C -0.765 2.850 -0.701
C -1.662 3.644 -1.675
N -2.552 4.584 -0.975
C -2.423 5.955 -1.491
N -0.030 1.923 -1.574
C 1.180 1.603 -1.340
C 1.754 1.148 -0.021
C 2.147 1.617 -2.508
O -1.443 2.338 0.432
C -2.198 1.156 0.355
C -1.414 -0.154 0.233
C -3.433 1.227 -0.576
C -3.209 0.559 -1.936
C -3.567 -0.946 -2.044
N -4.642 0.714 0.150
N -4.899 1.617 1.272
C -4.962 1.055 2.371
S -4.993 0.300 3.722
S -6.030 0.900 -0.864
O -6.447 -0.364 -1.344
O -5.890 1.990 -1.763
F -7.100 1.329 0.184
H 6.246 -0.029 -0.927
H 7.792 0.861 -0.710
H 6.853 0.315 0.655
H 4.924 1.839 -0.362
H 6.123 2.457 0.748
H 5.200 2.035 -2.536
H 6.575 2.892 -3.186
H 5.679 4.954 -3.127
H 4.290 3.963 -3.573
H 3.194 6.386 -1.918
H 2.568 4.937 -2.764
H 2.653 4.296 -0.023
H 2.080 5.954 -0.027
H -0.528 4.566 0.461
H 0.808 3.477 0.703
H -1.063 4.117 -2.448
H -2.300 2.928 -2.198
H -3.501 4.299 -1.181
H -2.727 6.063 -2.538
H -1.408 6.302 -1.313
H -3.111 6.580 -0.918
H 1.849 0.063 -0.019
H 2.769 1.542 0.072
H 1.179 1.529 0.818
H 3.170 1.729 -2.160
H 2.021 0.739 -3.144
H 1.866 2.471 -3.121
H -2.621 1.048 1.356
H -0.956 -0.300 -0.741
H -2.128 -0.952 0.446
H -0.656 -0.206 1.011
H -3.639 2.287 -0.718
H -3.774 1.086 -2.704
H -2.170 0.660 -2.242
H -4.057 -1.195 -2.981
H -4.170 -1.319 -1.221
H -2.642 -1.522 -2.003
C 6.452 -5.237 1.946
C 7.150 -6.440 1.936
C 7.939 -6.774 0.848
C 8.025 -5.916 -0.239
C 7.307 -4.719 -0.238
C 6.529 -4.379 0.862
C 7.348 -3.804 -1.413
O 6.728 -2.761 -1.412
C 8.164 -4.208 -2.592
C 8.174 -3.397 -3.720
C 8.938 -3.751 -4.819
C 9.702 -4.913 -4.794
C 9.691 -5.728 -3.674
C 8.917 -5.384 -2.574
C 8.892 -6.288 -1.391
O 9.557 -7.304 -1.367
H 5.842 -4.973 2.800
H 7.078 -7.116 2.778
H 8.488 -7.706 0.840
H 5.984 -3.445 0.864
H 7.582 -2.492 -3.734
H 8.941 -3.120 -5.698
H 10.303 -5.185 -5.652
H 10.280 -6.635 -3.652
C -12.343 -1.074 9.334
C -11.367 -2.065 9.373
C -10.441 -2.168 8.349
C -10.493 -1.287 7.276
C -11.486 -0.307 7.227
C -12.403 -0.197 8.265
C -11.589 0.620 6.064
O -12.449 1.475 6.025
C -10.614 0.462 4.950
C -10.724 1.278 3.831
C -9.817 1.152 2.791
C -8.791 0.217 2.870
C -8.680 -0.602 3.980
C -9.594 -0.489 5.020
C -9.478 -1.401 6.191
O -8.583 -2.218 6.260
H -13.061 -0.990 10.140
H -11.330 -2.756 10.204
H -9.678 -2.933 8.377
H -13.163 0.571 8.228
H -11.521 2.006 3.775
H -9.907 1.784 1.918
H -8.081 0.124 2.061
H -7.885 -1.332 4.039
C -7.068 10.124 -3.295
C -7.327 11.489 -3.372
C -6.350 12.357 -3.830
C -5.106 11.865 -4.203
C -4.839 10.498 -4.105
C -5.828 9.629 -3.660
C -3.498 9.954 -4.456
O -3.268 8.765 -4.376
C -2.445 10.909 -4.901
C -1.170 10.431 -5.181
C -0.184 11.303 -5.607
C -0.467 12.656 -5.764
C -1.734 13.138 -5.482
C -2.724 12.269 -5.041
C -4.072 12.811 -4.710
O -4.320 13.991 -4.845
H -7.836 9.446 -2.945
H -8.293 11.874 -3.075
H -6.549 13.417 -3.896
H -5.621 8.570 -3.598
H -0.955 9.378 -5.061
H 0.809 10.930 -5.820
H 0.304 13.335 -6.104
H -1.958 14.190 -5.598
C 2.514 -13.850 4.169
C 2.173 -12.510 4.016
C 3.069 -11.626 3.440
C 4.315 -12.075 3.022
C 4.666 -13.416 3.196
C 3.757 -14.302 3.761
C 6.014 -13.912 2.799
O 6.318 -15.077 2.945
C 6.982 -12.935 2.225
C 8.264 -13.360 1.898
C 9.170 -12.467 1.351
C 8.798 -11.147 1.120
C 7.523 -10.718 1.449
C 6.614 -11.606 2.010
C 5.260 -11.115 2.388
O 4.938 -9.961 2.190
H 1.809 -14.541 4.612
H 1.205 -12.157 4.346
H 2.806 -10.585 3.314
H 4.029 -15.342 3.882
H 8.548 -14.388 2.075
H 10.169 -12.799 1.101
H 9.505 -10.451 0.685
H 7.231 -9.692 1.273
*
```

- Gap between HOMO and LUMO: 7.47 eV
- HOMO energy: -8.57 eV
- Structure (SMILES): CCOCCOCCOC[C@@](CNC)(N=C(C)C)O[C@H](C)[C@@H](CC)N(N=C=S)S(=O)(=O)F.O=C1c2ccccc2C(=O)c2ccccc21.O=C1c2ccccc2C(=O)c2ccccc21.O=C1c2ccccc2C(=O)c2ccccc21.O=C1c2ccccc2C(=O)c2ccccc21
- DFT total energy: -5067.88667 Ha